A:
{"formula": "C18H16N2O2", "method": "ωB97M-V/def2-TZVPD", "molar_mass_da": 292.338, "e_homo_ev": -8.77, "species": ["C", "O", "C", "C", "C", "C", "C", "C", "C", "C", "C", "C", "C", "N", "C", "N", "C", "C", "O", "C", "C", "C", "H", "H", "H", "H", "H", "H", "H", "H", "H", "H", "H", "H", "H", "H", "H", "H"], "coordinates": [[-1.57128, 2.25580, -6.28036], [-0.15302, 2.55648, -6.17352], [0.32442, 2.96806, -4.96719], [1.69717, 3.30567, -4.89080], [2.24964, 3.60228, -3.65534], [1.47903, 3.53566, -2.48207], [2.15413, 3.73323, -1.10615], [1.63425, 4.82621, -0.19471], [2.50276, 5.32426, 0.79393], [1.99876, 6.04840, 1.87470], [0.63357, 6.37186, 1.90325], [-0.17907, 6.09088, 0.80547], [0.34685, 5.37736, -0.28311], [2.18459, 2.50204, -0.34238], [2.77085, 1.32607, -0.79457], [2.68264, 0.38928, 0.13390], [2.05802, 0.93110, 1.23748], [1.75843, 0.12672, 2.43672], [2.00111, -1.04141, 2.63617], [1.76914, 2.25545, 0.94874], [0.09859, 3.35162, -2.58910], [-0.48977, 3.04346, -3.81787], [-1.70914, 1.88233, -7.29893], [-1.88181, 1.48916, -5.55439], [-2.16610, 3.16780, -6.12557], [2.29646, 3.29340, -5.79408], [3.30182, 3.89704, -3.58338], [3.20791, 3.96469, -1.33496], [3.57884, 5.11889, 0.70641], [2.67550, 6.36434, 2.67986], [0.21280, 6.87996, 2.77946], [-1.21756, 6.43583, 0.76214], [-0.24942, 5.25689, -1.18879], [3.26678, 1.28720, -1.75943], [1.22418, 0.76040, 3.19032], [1.35046, 2.99332, 1.61897], [-0.55423, 3.44418, -1.71807], [-1.55739, 2.82962, -3.86005]], "nbo_charge": [-0.2584, -0.4943, 0.3100, -0.2604, -0.1774, -0.0737, -0.0640, -0.0289, -0.1978, -0.2174, -0.2105, -0.2131, -0.2023, -0.3512, 0.1748, -0.4098, -0.0600, 0.4129, -0.5035, -0.0295, -0.2089, -0.2533, 0.2074, 0.1838, 0.1825, 0.2320, 0.2154, 0.2114, 0.2191, 0.2243, 0.2200, 0.2213, 0.2259, 0.2087, 0.0933, 0.2345, 0.2215, 0.2158]}

***

B:
{"formula": "C18H16N2O2", "method": "ωB97M-V/def2-TZVPD", "molar_mass_da": 292.338, "e_homo_ev": -8.31, "species": ["C", "C", "C", "O", "N", "C", "O", "H", "H", "H", "H", "C", "C", "N", "C", "C", "C", "C", "C", "C", "C", "C", "C", "C", "C", "C", "H", "H", "H", "H", "H", "H", "H", "H", "H", "H", "H", "H"], "coordinates": [[1.34639, -4.31695, -1.27410], [-0.12272, -3.92473, -1.31075], [-0.13887, -2.37972, -1.15322], [-1.16800, -1.69262, -1.09089], [1.18125, -1.98761, -1.07152], [2.08522, -3.02069, -0.99985], [3.27958, -2.86819, -0.73883], [1.60360, -5.04530, -0.49474], [1.67958, -4.70927, -2.23702], [-0.59104, -4.21850, -2.26241], [-0.67657, -4.41130, -0.49310], [1.94212, 0.30865, -1.63530], [0.66013, 0.91582, -1.60695], [0.00728, 1.13079, -0.47507], [-1.17286, 1.90598, -0.39291], [-1.85781, 2.55243, -1.39844], [-2.94820, 3.36250, -1.03130], [-3.31722, 3.50412, 0.31576], [-2.59240, 2.86753, 1.32890], [-1.51141, 2.07062, 0.95819], [-0.53354, 1.37613, 1.73983], [0.38311, 0.76117, 0.85563], [1.41377, -0.01659, 1.34640], [1.62176, -0.02470, 2.74549], [0.73392, 0.63457, 3.62120], [-0.37940, 1.31933, 3.12228], [2.34328, 0.16683, -2.64009], [2.68032, 0.71859, -0.94962], [1.67947, -0.79013, -1.27313], [0.13820, 1.16478, -2.52225], [-1.52457, 2.40665, -2.42122], [-3.52049, 3.88966, -1.79369], [-4.17082, 4.12191, 0.58775], [-2.81438, 2.95630, 2.39007], [1.99349, -0.62920, 0.65420], [2.48552, -0.54953, 3.15647], [0.90542, 0.62256, 4.69997], [-1.12311, 1.82807, 3.74423]], "nbo_charge": [-0.5193, -0.5145, 0.6927, -0.6381, -0.6977, 0.6895, -0.6224, 0.2330, 0.2322, 0.2289, 0.2310, -0.7674, 0.2990, -0.3478, 0.2304, -0.2447, -0.1966, -0.2119, -0.1719, -0.0961, 0.0094, 0.1193, -0.2062, -0.2007, -0.2065, -0.1993, 0.2398, 0.2651, 0.3633, 0.2091, 0.2159, 0.2230, 0.2206, 0.2176, 0.2572, 0.2273, 0.2200, 0.2166]}

***

Short version: A is the least stable of them.